(1)
Molecular formula: C52H49NO15P
Method: DFT, ωB97M-V/def2-TZVPD

Cartesian coordinates (Å):
C: 6.400 -0.089 -0.937
C: 6.214 -0.821 -2.376
C: 6.159 0.212 -3.626
C: 4.666 0.679 -4.056
C: 4.440 2.305 -3.884
C: 3.916 2.551 -2.370
C: 2.310 2.704 -2.217
C: 1.434 1.739 -3.178
C: 1.204 0.228 -2.554
P: 1.138 -0.972 -4.031
O: 1.181 -2.652 -3.601
C: 0.786 -2.824 -2.207
N: 0.597 -2.832 -0.967
H: 5.391 -0.175 -0.345
H: 7.191 -0.604 -0.246
H: 6.702 1.026 -1.113
H: 5.215 -1.432 -2.401
H: 7.096 -1.581 -2.516
H: 6.801 1.143 -3.395
H: 6.659 -0.331 -4.531
H: 4.545 0.397 -5.185
H: 3.819 0.179 -3.435
H: 5.442 2.843 -4.137
H: 3.667 2.708 -4.666
H: 4.389 1.755 -1.653
H: 4.379 3.573 -2.023
H: 2.048 2.395 -1.116
H: 1.967 3.822 -2.298
H: 1.789 1.686 -4.280
H: 0.357 2.205 -3.213
H: 0.139 0.183 -2.062
H: 1.982 -0.048 -1.748
H: -0.109 -0.725 -4.748
H: 2.189 -0.644 -4.984
C: -1.146 -2.656 1.794
C: -1.245 -3.704 2.616
C: -1.875 -3.577 3.946
O: -1.964 -4.532 4.698
C: -2.392 -2.247 4.330
C: -2.293 -1.200 3.508
C: -1.663 -1.327 2.179
O: -1.573 -0.370 1.425
H: -0.687 -2.731 0.817
H: -0.872 -4.685 2.349
H: -2.852 -2.171 5.308
H: -2.666 -0.219 3.775
C: 0.382 -6.588 -3.583
C: 0.320 -7.791 -4.157
C: 1.057 -8.084 -5.403
O: 1.000 -9.180 -5.929
C: 1.867 -6.994 -5.987
C: 1.928 -5.791 -5.412
C: 1.191 -5.500 -4.167
O: 1.250 -4.394 -3.637
H: -0.152 -6.356 -2.669
H: -0.268 -8.601 -3.741
H: 2.401 -7.226 -6.900
H: 2.516 -4.982 -5.828
C: 5.398 -6.029 -0.584
C: 4.821 -6.418 0.556
C: 3.537 -5.838 1.001
O: 3.008 -6.191 2.040
C: 2.919 -4.814 0.134
C: 3.494 -4.425 -0.998
C: 4.777 -5.002 -1.447
O: 5.302 -4.645 -2.488
H: 6.339 -6.442 -0.926
H: 5.262 -7.169 1.200
H: 1.978 -4.399 0.473
H: 3.049 -3.672 -1.636
C: 2.603 1.194 5.507
C: 1.577 0.562 6.080
C: 1.238 -0.831 5.723
O: 0.300 -1.408 6.244
C: 2.081 -1.498 4.708
C: 3.107 -0.866 4.135
C: 3.446 0.527 4.492
O: 4.384 1.104 3.970
H: 2.865 2.215 5.756
H: 0.950 1.036 6.826
H: 1.819 -2.519 4.459
H: 3.733 -1.340 3.389
C: 1.825 6.058 -7.144
C: 2.124 4.815 -6.764
C: 1.095 3.916 -6.202
O: 1.369 2.778 -5.852
C: -0.278 4.447 -6.080
C: -0.578 5.690 -6.460
C: 0.451 6.589 -7.022
O: 0.178 7.723 -7.371
H: 2.567 6.730 -7.557
H: 3.126 4.410 -6.848
H: -1.020 3.774 -5.667
H: -1.580 6.094 -6.376
C: -7.407 0.832 6.230
C: -6.448 -0.087 6.360
C: -5.019 0.279 6.275
O: -4.142 -0.560 6.391
C: -4.694 1.702 6.044
C: -5.653 2.621 5.915
C: -7.081 2.254 5.999
O: -7.958 3.093 5.883
H: -8.459 0.580 6.289
H: -6.669 -1.134 6.530
H: -3.642 1.953 5.986
H: -5.431 3.667 5.745
C: -10.561 8.115 4.964
C: -11.799 7.621 4.897
C: -12.083 6.214 5.247
O: -13.213 5.761 5.184
C: -10.944 5.376 5.677
C: -9.706 5.870 5.745
C: -9.422 7.277 5.394
O: -8.292 7.729 5.458
H: -10.335 9.143 4.711
H: -12.644 8.222 4.584
H: -11.170 4.348 5.931
H: -8.861 5.269 6.057

Values from the calculation:
E	-3534.81575	Ha
E_LUMO	-4.298	eV
charge	+1
gap between HOMO and LUMO	6.7	eV

Löwdin atomic charge list, values in e, 5 entries: number 1, C, carries -0.139; number 2, C, carries -0.254; number 3, C, carries -0.209; number 4, C, carries -0.212; number 5, C, carries -0.189


(2)
Molecular formula: C52H51AsBiIN6O3S
Method: DFT, ωB97M-V/def2-TZVPD

Cartesian coordinates (Å):
Bi: 0.907 0.304 -0.198
C: -0.891 -6.002 3.004
C: -0.833 -4.720 2.220
C: -1.919 -3.836 2.222
C: -1.930 -2.647 1.464
C: -2.920 -1.669 1.541
N: -4.010 -1.745 2.364
C: -4.805 -0.564 2.646
C: -4.006 0.573 3.283
C: -3.380 0.275 4.642
N: -2.378 -0.791 4.538
C: -1.144 -0.684 4.099
C: -0.258 0.415 4.088
C: -0.228 1.484 5.020
C: 0.836 2.339 5.095
C: 0.901 3.461 6.089
C: 1.929 2.104 4.222
C: 1.937 1.130 3.262
C: 3.121 0.940 2.420
N: 3.099 0.486 1.234
C: 4.373 0.193 0.588
C: 4.435 -1.283 0.212
C: 3.421 -1.723 -0.838
N: 2.037 -1.737 -0.356
C: 1.604 -2.853 0.135
C: 0.343 -3.180 0.726
C: 0.281 -4.381 1.482
C: -0.779 -2.335 0.642
O: -0.821 -1.312 -0.130
C: 0.797 0.249 3.121
O: 0.704 -0.627 2.221
H: -1.750 -6.014 3.674
H: 0.005 -6.139 3.610
H: -0.980 -6.868 2.347
H: -2.782 -4.098 2.825
H: -2.798 -0.754 0.978
H: -4.360 -2.643 2.649
H: -5.621 -0.864 3.306
H: -5.266 -0.181 1.729
H: -4.679 1.426 3.409
H: -3.220 0.909 2.602
H: -4.130 -0.051 5.364
H: -2.911 1.170 5.037
H: -2.782 -1.706 4.387
H: -0.739 -1.605 3.687
H: -1.026 1.597 5.741
H: -0.048 3.578 6.609
H: 1.125 4.409 5.595
H: 1.677 3.293 6.838
H: 2.803 2.742 4.321
H: 4.083 1.186 2.886
H: 5.201 0.446 1.258
H: 4.450 0.804 -0.315
H: 4.318 -1.894 1.111
H: 5.432 -1.486 -0.186
H: 3.670 -2.728 -1.193
H: 3.472 -1.055 -1.703
H: 2.323 -3.679 0.133
H: 1.147 -5.034 1.486
S: 2.438 1.628 -1.954
C: 2.252 1.096 -3.640
C: 3.090 1.740 -4.560
C: 3.009 1.470 -5.912
C: 2.089 0.542 -6.389
C: 1.262 -0.104 -5.490
C: 1.329 0.160 -4.121
As: 0.184 -0.731 -2.843
C: 0.659 -2.591 -3.063
C: -0.195 -3.558 -2.547
C: 0.174 -4.895 -2.579
C: 1.395 -5.267 -3.124
C: 2.244 -4.303 -3.647
C: 1.878 -2.963 -3.618
C: -1.600 -0.711 -3.585
C: -1.924 -1.533 -4.664
C: -3.209 -1.520 -5.186
C: -4.177 -0.699 -4.625
C: -3.862 0.101 -3.538
C: -2.576 0.097 -3.011
H: 3.809 2.462 -4.196
H: 3.668 1.984 -6.599
H: 2.021 0.326 -7.446
H: 0.552 -0.833 -5.861
H: -1.144 -3.271 -2.109
H: -0.491 -5.644 -2.172
H: 1.681 -6.310 -3.149
H: 3.190 -4.590 -4.087
H: 2.544 -2.216 -4.032
H: -1.189 -2.209 -5.083
H: -3.454 -2.158 -6.024
H: -5.180 -0.693 -5.030
H: -4.621 0.730 -3.091
H: -2.331 0.726 -2.165
I: -2.331 4.238 3.529
C: -0.532 4.153 2.495
C: 0.366 5.210 2.520
C: 1.530 5.100 1.777
C: 1.750 3.941 1.045
N: 0.893 2.928 1.036
C: -0.224 3.031 1.743
H: 0.158 6.102 3.097
H: 2.254 5.901 1.759
H: 2.640 3.822 0.439
H: -0.909 2.192 1.697
O: -1.002 2.115 -1.094
N: -0.764 3.149 -1.843
C: -0.479 2.987 -3.148
C: -0.206 4.071 -3.953
C: -0.227 5.348 -3.420
C: -0.539 5.495 -2.077
C: -0.805 4.385 -1.307
H: -0.493 1.967 -3.494
H: 0.026 3.889 -4.992
H: -0.013 6.208 -4.036
H: -0.586 6.468 -1.610
H: -1.063 4.411 -0.260

Values from the calculation:
E	-5712.42616	Ha
E_LUMO (spin up / spin down)	-2.681 / -2.715	eV
charge	+1
2S+1	2
energy relative to the best compared isomer or geometry (same formula, charge and spin)	0.0	kcal per mole
gap between HOMO and LUMO (spin up / spin down)	5.0 / 6.7	eV

Löwdin atomic charge list, values in e, 5 entries: number 1, Bi, carries 1.659; number 2, C, carries -0.055; number 3, C, carries -0.286; number 4, C, carries -0.003; number 5, C, carries -0.164